No. 1
107
Properties=species:S:1:pos:R:3:forces:R:3 method="wB97M-V/def2-TZVPD" orbital_gap_ev="4.751 / 5.326" max_force_ha_per_bohr=0.1134 homo_energy_ev="-0.6 / -1.2" total_charge=-2 multiplicity=2
Ti 0.78797 -0.07320 0.59757 0.6 -2.6 1.2
O 1.45970 1.18452 -0.45827 1.8 5.0 -2.5
C 1.71258 2.60022 -0.88181 -0.6 -2.1 0.7
C 1.25837 3.62244 0.20555 1.0 1.0 -1.3
C -0.17780 3.73348 0.58745 -0.5 0.6 0.1
C -0.85887 4.97206 0.64782 1.0 -0.6 0.0
C -2.18960 4.93763 1.01903 -0.4 1.3 0.2
C -2.77469 3.78283 1.49441 0.0 -1.2 -0.3
C -2.00543 2.60565 1.42020 0.0 1.0 -1.0
C -2.48825 1.26493 1.79032 -0.9 -0.2 0.7
C -2.45212 0.30058 0.57372 3.1 -0.5 -0.4
O -1.01102 0.08199 0.22574 -4.9 0.0 0.0
C -3.11402 -1.02793 0.93373 0.1 0.0 -0.4
C -3.27960 -1.40359 2.24622 0.1 -1.0 0.9
C -3.80746 -2.67466 2.58347 0.5 1.1 1.2
C -4.31899 -3.49244 1.61745 -0.4 -1.1 -0.8
C -4.19010 -3.10359 0.27252 -0.1 0.3 -0.2
C -3.57316 -1.90121 -0.06963 -0.2 -0.6 0.5
C -3.22755 0.88860 -0.60776 -0.4 1.0 1.0
C -2.67655 1.43667 -1.76102 -0.2 0.1 -0.4
C -3.53504 1.96558 -2.75022 -0.1 0.4 0.3
C -4.89777 2.10943 -2.48728 0.2 0.0 -0.8
C -5.41458 1.67590 -1.27489 -1.3 0.2 0.2
C -4.60394 1.07584 -0.34084 0.5 -0.2 -0.3
N -0.77901 2.60797 0.87703 -0.3 -0.2 1.2
C 3.21983 2.79858 -1.05753 -0.4 2.3 -0.3
C 3.62218 3.97620 -1.77185 0.8 -1.2 0.2
C 4.98279 4.25194 -1.91354 -1.3 1.0 -0.5
C 5.92795 3.47804 -1.28486 -0.1 -0.4 0.2
C 5.51884 2.39204 -0.53152 0.5 -0.3 0.3
C 4.17719 2.06655 -0.39943 -0.4 -0.9 0.9
C 1.09833 2.81888 -2.28168 -0.5 -0.1 0.4
C -0.01194 3.60743 -2.61963 0.3 0.0 0.7
C -0.57819 3.52786 -3.87784 -1.0 1.2 -0.1
C 0.00293 2.83598 -4.90342 0.4 -0.5 -0.2
C 1.17301 2.16235 -4.61317 0.9 -1.5 -0.8
C 1.68046 2.11442 -3.32192 0.4 -0.6 -0.7
H 1.55602 4.62335 -0.17966 0.0 -0.4 0.1
H 1.93787 3.46276 1.04230 -0.4 -0.2 0.4
H -0.27550 5.88193 0.46136 -0.6 -0.2 -0.2
H -2.79661 5.85311 0.96951 0.3 -0.3 0.1
H -3.83039 3.73134 1.80403 0.6 0.1 -0.1
H -3.53662 1.32307 2.20173 1.0 0.0 -0.3
H -1.77990 0.94781 2.58634 -0.5 -0.3 -0.5
H -2.94681 -0.77234 3.07757 0.0 -0.2 -0.5
H -3.74493 -2.96008 3.65713 -0.4 0.1 -0.9
H -4.79845 -4.46389 1.86643 0.5 0.8 -0.2
H -4.58250 -3.72031 -0.54665 0.2 0.1 0.5
H -3.47660 -1.67212 -1.12578 0.1 0.2 0.2
H -1.59632 1.52979 -1.88780 -0.3 -0.5 0.1
H -3.15026 2.34746 -3.70807 0.0 -0.3 0.6
H -5.55792 2.55770 -3.24957 0.4 -0.3 0.5
H -6.49752 1.81253 -1.05128 0.9 -0.1 -0.2
H -5.02414 0.75804 0.61699 0.2 -0.1 -0.4
H 2.92619 4.65563 -2.26150 -0.1 -0.4 0.2
H 5.24143 5.13271 -2.51996 0.2 -0.4 0.4
H 6.95117 3.76488 -1.35898 0.7 -0.1 0.0
H 6.23703 1.76786 -0.00259 0.0 0.2 -0.1
H 3.86616 1.25521 0.29984 0.2 0.5 -1.0
H -0.46860 4.32600 -1.94202 0.1 -0.5 0.3
H -1.51792 4.06697 -4.05325 0.4 -0.1 0.0
H -0.41992 2.79196 -5.89558 -0.1 0.1 -0.1
H 1.68451 1.51506 -5.38343 -0.6 0.9 0.8
H 2.56129 1.47561 -3.16919 -0.4 0.4 0.2
N 3.35159 -0.84162 3.38908 0.0 0.5 0.8
C 2.25943 -0.01437 3.56010 -0.7 0.0 -0.7
N 2.02964 0.61117 4.69594 -0.9 0.3 -0.4
N 0.80224 1.18395 4.50815 -0.3 -0.1 0.2
N 0.32983 0.90091 3.33016 0.8 0.8 1.4
N 1.23613 0.18984 2.66770 1.3 -0.5 0.4
C 3.78945 -1.20037 2.13253 0.5 -0.8 -0.5
N 4.93780 -1.86599 1.90705 -0.4 1.2 -0.1
N 5.00244 -1.95557 0.56765 -2.7 0.2 -0.3
N 3.83909 -1.49108 0.04776 2.3 0.0 0.4
N 3.08186 -0.97099 1.02598 0.6 -0.3 0.1
H 4.04214 -0.75045 4.13834 -0.4 -0.2 -0.7
C -0.44197 -3.00758 4.48401 -0.7 0.2 0.5
C -0.03418 -3.51110 3.13062 0.0 0.0 -0.9
C 0.02137 -4.88064 2.79892 0.6 -0.3 -0.1
C 0.52804 -5.28075 1.54053 -0.4 0.4 0.5
C 0.49831 -6.73376 1.13388 0.7 -0.2 -0.9
C 0.96305 -4.34607 0.58921 -0.4 -0.2 0.8
C 0.63022 -2.98383 0.77070 0.1 0.8 0.4
C 0.17637 -2.60009 2.11343 -0.3 -0.1 -1.4
N 0.73883 -2.01731 -0.18586 -0.4 -0.2 -0.2
C 0.77345 -2.34092 -1.65483 0.3 -0.6 1.2
C 2.09750 -2.96711 -2.10641 0.8 -0.4 0.0
C 0.57858 -1.09019 -2.47616 -0.9 1.2 -0.6
C -0.37655 -3.28799 -1.99884 -0.8 -0.2 -1.1
H -0.76527 -3.84851 5.12112 0.1 0.3 -0.1
H -1.27390 -2.27584 4.40581 0.2 -0.5 0.0
H 0.33308 -2.44100 5.02107 0.1 -0.3 -0.3
H -0.30310 -5.63509 3.53334 0.2 0.3 -0.4
H -0.18334 -7.34323 1.73625 0.1 0.1 -0.1
H 1.50752 -7.19492 1.16060 -0.4 0.2 0.2
H 0.21926 -6.77222 0.05181 -0.1 -0.2 0.8
H 1.50441 -4.66721 -0.30042 -0.4 0.0 0.2
H -0.25548 -1.59462 2.25311 0.6 -0.5 0.0
H 2.96888 -2.67948 -1.47909 -0.8 0.0 -0.3
H 2.29626 -2.58559 -3.11812 0.1 -0.4 0.0
H 2.03387 -4.07235 -2.12304 0.1 0.4 -0.2
H 1.45351 -0.42767 -2.54512 -0.2 -0.3 0.4
H -0.28316 -0.50782 -2.09426 0.5 -0.1 0.0
H 0.30554 -1.33659 -3.52393 0.2 -0.2 0.4
H -0.32746 -4.21626 -1.41819 -0.1 0.2 -0.2
H -0.35104 -3.55662 -3.10641 0.1 0.3 1.2
H -1.35142 -2.78511 -1.81620 0.5 -0.3 0.0

No. 2
108
Properties=species:S:1:pos:R:3:forces:R:3 method="wB97M-V/def2-TZVPD" orbital_gap_ev="5.832 / 5.938" max_force_ha_per_bohr=0.0218 relative_energy_ev=0.7561 homo_energy_ev="-11.9 / -11.9" total_charge=+2 multiplicity=3
V -0.29016 0.71037 -0.32749 -0.3 0.1 -0.7
C 4.27617 -1.77896 2.31103 -0.2 -0.1 0.0
C 3.27106 -2.88573 1.98113 0.2 0.0 0.0
S 1.62639 -2.31563 1.46832 0.0 0.0 0.0
C 1.53211 -2.77317 -0.27118 0.1 0.0 -0.1
C 2.33983 -1.90899 -1.22951 -0.2 -0.1 0.0
S 1.85158 -0.15701 -1.37030 0.2 0.2 0.2
C 3.30669 0.74242 -0.72072 -0.1 -0.1 0.3
C 3.69139 0.50532 0.75072 -0.2 0.0 -0.4
S 4.90359 -0.82803 0.91210 0.2 -0.1 -0.1
H 5.16626 -2.22574 2.75494 0.0 -0.1 0.0
H 3.87260 -1.08955 3.05280 0.0 0.0 0.0
H 3.10705 -3.49329 2.87075 0.0 0.0 0.0
H 3.66642 -3.54906 1.21001 0.0 0.0 0.0
H 0.46858 -2.78077 -0.50435 0.1 0.0 -0.1
H 1.88120 -3.80004 -0.38118 0.0 -0.1 0.0
H 2.29362 -2.29889 -2.24768 0.0 -0.1 0.1
H 3.37947 -1.87398 -0.92135 0.2 0.0 0.0
H 3.07242 1.79111 -0.89982 0.0 0.0 0.0
H 4.12278 0.48619 -1.39681 0.0 0.0 0.0
H 2.82042 0.22930 1.33265 -0.1 0.0 0.0
H 4.11875 1.41824 1.16588 0.0 0.1 -0.1
C 0.97714 1.08711 3.82543 0.0 -0.2 0.1
C 1.43446 2.38793 3.85774 0.1 0.3 0.1
C 1.43514 3.14098 2.68921 0.2 0.2 0.5
C 0.98209 2.56000 1.53501 -0.2 0.1 -0.9
N 0.54016 1.29092 1.50040 0.2 0.1 0.3
C 0.52915 0.57078 2.62407 -0.1 0.2 -0.1
C 0.94258 3.27457 0.21672 -0.1 -0.8 0.2
C 1.36689 4.56299 0.03164 0.2 0.6 -0.2
C 1.32890 5.11270 -1.24684 0.1 0.2 0.2
C 0.89185 4.34835 -2.31256 0.0 0.1 -0.2
C 0.47284 3.06062 -2.06771 0.0 -0.3 0.6
N 0.48126 2.53933 -0.82335 0.3 0.6 -0.2
H 0.95887 0.46496 4.71133 0.0 0.1 0.0
H 1.78719 2.82740 4.78430 0.0 0.0 -0.1
H 1.78052 4.16664 2.69644 0.0 -0.1 0.1
H 0.15869 -0.43796 2.54210 -0.1 0.0 0.0
H 1.72884 5.14597 0.86737 0.0 0.0 -0.1
H 1.65230 6.13723 -1.40391 0.0 -0.1 0.0
H 0.86698 4.73521 -3.32326 0.0 0.0 0.1
H 0.12341 2.41231 -2.85832 0.0 0.0 0.0
Se -4.70670 -3.48879 -1.52189 0.0 0.1 0.1
P -4.47162 -3.01313 0.50918 0.4 0.4 -0.1
C -3.82683 -4.28201 1.59746 0.0 -0.3 0.1
C -3.06377 -3.95077 2.71599 0.1 -0.1 0.1
C -2.67600 -4.93855 3.61079 0.0 0.0 -0.1
C -3.05243 -6.25738 3.38639 0.0 0.0 0.0
C -3.80145 -6.59067 2.26510 0.0 0.0 -0.1
C -4.19140 -5.60532 1.36550 0.1 0.0 0.1
C -5.99152 -2.44810 1.30628 -0.1 0.1 0.4
C -7.04132 -1.98621 0.51763 -0.1 0.1 0.1
C -8.25155 -1.63460 1.10235 0.0 0.0 0.0
C -8.43157 -1.77110 2.47404 0.0 0.0 0.0
C -7.39991 -2.26108 3.26590 0.0 0.0 -0.1
C -6.18418 -2.59593 2.68557 0.0 0.0 0.0
C -3.13164 -1.73371 0.67184 -0.1 -0.3 -0.5
C -3.01217 -0.34587 0.86178 0.2 0.0 0.2
N -1.72016 -0.09218 0.63975 -0.1 -1.1 0.2
N -1.08300 -1.19069 0.28098 -0.7 0.2 0.4
N -1.91151 -2.20349 0.27381 -0.2 0.3 0.2
P -3.84352 1.21146 1.32007 0.1 -0.2 -0.3
Se -2.43276 2.76074 0.80333 0.2 -0.1 -0.2
C -4.21976 1.16276 3.05918 0.1 0.0 0.3
C -5.40305 0.57488 3.49847 0.0 0.0 0.1
C -5.64375 0.45577 4.86016 0.0 0.0 0.0
C -4.71228 0.92544 5.77655 0.0 0.0 0.0
C -3.53475 1.52256 5.33743 0.0 0.0 -0.1
C -3.28335 1.64303 3.97757 -0.1 0.0 0.2
C -5.32785 1.30518 0.35384 -0.2 0.1 -0.2
C -6.34060 2.19726 0.71483 -0.1 0.0 -0.1
C -7.41603 2.38926 -0.14020 0.0 0.0 0.0
C -7.46960 1.70649 -1.35337 0.0 0.0 0.0
C -6.45747 0.82413 -1.71196 -0.1 0.0 0.0
C -5.38296 0.62094 -0.85920 -0.1 0.0 0.0
H -2.76532 -2.92157 2.89154 0.0 -0.1 0.0
H -2.07990 -4.68217 4.47851 0.0 0.0 0.0
H -2.75753 -7.02846 4.08847 0.0 0.0 -0.1
H -4.08039 -7.62219 2.08619 0.0 0.1 0.0
H -4.76498 -5.85875 0.48101 0.0 0.0 0.0
H -6.90734 -1.93310 -0.55373 0.0 0.0 0.0
H -9.06631 -1.28348 0.47902 0.1 0.0 0.1
H -9.38554 -1.51667 2.92439 0.1 0.0 -0.1
H -7.55009 -2.40048 4.33142 0.0 0.0 -0.1
H -5.39562 -2.99185 3.31258 0.0 0.0 0.0
H -6.13833 0.22022 2.78894 0.0 -0.1 0.0
H -6.56422 0.00093 5.20461 0.0 0.0 0.0
H -4.91061 0.83809 6.83927 0.0 0.0 -0.1
H -2.82175 1.90609 6.05899 -0.1 0.0 -0.1
H -2.38043 2.12665 3.62365 0.0 0.0 0.0
H -6.29231 2.74279 1.65020 0.0 0.0 0.0
H -8.20853 3.07624 0.13736 0.1 -0.1 0.0
H -8.31095 1.86029 -2.02107 0.1 0.0 0.1
H -6.50977 0.28042 -2.64999 0.0 0.0 0.1
H -4.60742 -0.08673 -1.13521 0.0 0.0 0.0
N -3.20147 0.05606 -5.87976 0.1 0.0 0.2
C -2.59714 0.14118 -4.68090 -0.2 -0.1 -0.3
C -1.57331 -0.74963 -4.31218 -0.1 -0.1 -0.2
C -0.97801 -0.61834 -3.09458 -0.1 0.1 0.6
N -1.30286 0.33205 -2.18580 -0.2 0.4 -0.4
C -2.31277 1.17345 -2.54329 0.4 -0.2 0.3
C -2.96788 1.11534 -3.73852 -0.1 0.0 -0.1
H -2.93095 -0.63907 -6.55039 0.0 -0.1 0.0
H -3.94347 0.68155 -6.13569 0.0 0.0 0.0
H -1.26957 -1.55442 -4.97217 0.0 0.1 0.0
H -0.22558 -1.33660 -2.79697 0.1 0.0 0.0
H -2.59525 1.91937 -1.80759 0.0 0.0 0.0
H -3.77380 1.81189 -3.93971 0.1 0.0 0.0